The following is a DFT calculation (ωB97M-V with the def2-TZVPD basis set) of a molecular structure, C32H61GaNO8 at a distorted geometry.

The geometry in ORCA input format:
```
! wB97M-V def2-TZVPD RIJCOSX def2/J DEFGRID3
* xyz -1 1
C 2.773 5.331 0.201
C 3.884 4.125 0.175
C 3.289 2.858 -0.732
C 4.477 1.684 -0.661
C 4.542 0.836 -2.064
C 5.255 -0.638 -1.943
C 4.701 -1.541 -0.655
C 3.143 -1.939 -0.974
C 2.122 -1.726 0.333
C 0.601 -1.852 -0.265
C -0.571 -1.989 0.913
C -0.964 -0.516 1.515
Ga -2.594 -0.486 2.785
C -4.000 -1.962 2.452
C -3.395 -3.447 2.117
O -3.721 -3.750 0.713
C -3.402 1.456 2.632
C -5.004 1.459 2.285
C -5.313 2.639 1.141
N -6.485 2.303 0.244
C -6.269 2.728 -1.192
C -6.304 1.324 -2.093
C -7.296 1.157 -3.423
C -7.292 -0.281 -4.275
C -6.346 -1.578 -3.837
C -5.368 -1.411 -2.530
C -5.338 0.018 -1.697
O -4.374 0.063 -0.549
H 2.446 5.465 1.334
H 3.300 6.311 -0.179
H 1.847 5.123 -0.484
H 4.938 4.439 -0.232
H 4.021 3.699 1.269
H 2.355 2.364 -0.180
H 3.053 3.157 -1.840
H 4.232 1.049 0.291
H 5.492 2.256 -0.467
H 3.455 0.745 -2.504
H 5.166 1.477 -2.843
H 4.954 -1.257 -2.915
H 6.430 -0.562 -1.970
H 5.342 -2.547 -0.699
H 4.884 -1.031 0.382
H 2.720 -1.268 -1.863
H 3.036 -3.061 -1.365
H 2.372 -0.657 0.790
H 2.410 -2.533 1.135
H 0.573 -2.872 -0.885
H 0.423 -0.945 -0.982
H -0.273 -2.793 1.710
H -1.536 -2.376 0.329
H -0.026 -0.159 2.160
H -1.110 0.300 0.686
H -2.077 -0.608 4.296
H -4.809 -1.689 1.635
H -4.615 -2.077 3.469
H -2.275 -3.610 2.413
H -4.020 -4.225 2.773
H -3.657 -2.865 0.205
H -2.781 2.038 1.823
H -3.269 2.017 3.659
H -5.647 1.696 3.262
H -5.362 0.413 1.901
H -4.342 2.862 0.506
H -5.573 3.631 1.748
H -7.382 2.738 0.616
H -7.212 3.359 -1.552
H -5.309 3.369 -1.383
H -8.011 2.030 -3.808
H -7.986 -0.434 -5.227
H -6.346 -2.614 -4.396
H -4.675 -2.295 -2.172
H -3.597 0.653 -0.835
C -2.934 -6.408 -0.094
C -2.131 -7.319 0.818
O -2.984 -8.249 1.496
C -3.418 -9.299 0.753
O -3.140 -9.513 -0.417
O -4.236 -10.054 1.526
C -4.845 -11.139 0.831
H -3.740 -5.918 0.462
H -2.293 -5.643 -0.540
H -3.407 -6.973 -0.904
H -1.644 -6.715 1.592
H -1.339 -7.844 0.272
H -4.097 -11.761 0.328
H -5.576 -10.756 0.111
H -5.372 -11.759 1.562
C 10.431 7.777 1.393
C 9.068 7.335 1.897
O 8.046 7.627 0.937
C 7.978 6.783 -0.125
O 8.697 5.816 -0.319
O 6.993 7.220 -0.948
C 6.885 6.477 -2.160
H 10.411 8.832 1.101
H 11.194 7.636 2.164
H 10.731 7.210 0.506
H 8.820 7.897 2.804
H 9.059 6.272 2.163
H 6.786 5.404 -1.963
H 7.754 6.674 -2.795
H 5.988 6.814 -2.686
*
```

Calculated values
Maximum force = 4.89 eV/Å
E_HOMO = -4.6313 eV
Frontier orbital gap = 6.586 eV